[1]
Here is a molecular structure, C33H33CdClIN7O9S from the Open Molecules 2025 dataset. Energies are from the ωB97M-V functional and the def2-TZVPD basis.

Results
* energy relative to the best compared isomer or geometry (same formula, charge and spin): 103.43 kcal per mole
* E_tot: -99635.8695 eV
* charge: -2
* multiplicity: 1
* gap between HOMO and LUMO: 4.21 eV
* strongest force on any atom: 0.011 hartree/bohr

CARTESIAN COORDINATES (ANGSTROEM)
Cd 0.89463 0.58034 -0.41239
O 3.19498 -1.22088 -3.34046
C 2.40349 -0.50184 -2.73377
O 2.69666 0.34784 -1.82376
C 0.87066 -0.59565 -3.11175
O 0.57998 -0.93030 -4.25746
O 0.02234 -0.32480 -2.18689
N -1.90704 1.05788 2.79606
C -2.00293 2.46122 2.91672
C -2.80620 2.93052 3.94903
C -3.02786 4.28626 4.11914
C -2.43430 5.20051 3.26275
C -1.64983 4.73624 2.21870
C -1.44828 3.37395 2.01234
S -0.53974 2.91056 0.58589
N 0.33771 0.44338 2.17614
C -0.92944 0.21358 2.38066
C -1.36578 -1.22370 2.32034
C -2.25573 -1.69992 3.28547
C -2.62496 -3.03330 3.24634
C -2.08417 -3.85013 2.27024
C -1.17304 -3.28836 1.38283
N -0.81392 -2.01571 1.40136
H -2.81377 0.61255 2.86328
H -3.26473 2.21394 4.61906
H -3.67073 4.62298 4.92295
H -2.59024 6.26376 3.39356
H -1.19110 5.42400 1.52104
H -2.64741 -1.05095 4.05566
H -3.32510 -3.42285 3.97504
H -2.34422 -4.89757 2.19568
H -0.71230 -3.90441 0.61603
N 2.91779 3.36225 -1.69585
C 1.93919 2.93690 -2.52386
O 0.78970 2.73884 -2.15846
C 2.28834 2.65557 -3.96985
I 3.55550 4.11139 -4.90654
H 2.72024 3.18884 -0.71003
H 3.86394 3.17840 -1.98845
H 1.37398 2.61334 -4.54924
H 2.82264 1.71142 -4.03867
C -0.62596 -3.62046 -3.35636
C 0.85201 -3.98233 -3.34062
N 1.14512 -5.14884 -2.50002
C 0.67827 -6.44250 -2.98093
C -0.55902 -6.94564 -2.24749
C 1.81589 -5.14801 -1.32691
O 2.06520 -6.19555 -0.72749
C 2.27745 -3.85115 -0.72940
C 3.56008 -3.78270 -0.20195
C 3.96133 -2.62852 0.44418
C 3.05525 -1.58592 0.56463
N 1.82002 -1.65261 0.08034
C 1.44784 -2.75159 -0.56356
H -0.75419 -2.65549 -3.84582
H -1.02437 -3.53657 -2.34270
H -1.21437 -4.37470 -3.88599
H 1.47049 -3.14368 -3.03546
H 1.18275 -4.22586 -4.35398
H 1.48800 -7.16554 -2.86719
H 0.46896 -6.32559 -4.04559
H -0.32852 -7.09654 -1.19390
H -0.88869 -7.89786 -2.66964
H -1.37738 -6.23079 -2.32970
H 4.22228 -4.63239 -0.30569
H 4.96093 -2.52537 0.84321
H 3.32185 -0.66058 1.06293
H 0.43950 -2.72843 -0.95729
O 0.65494 1.70657 2.68730
N 1.14383 2.73745 1.57122
O 1.50409 3.73464 2.17271
O 1.99146 2.13091 0.75982
Cl -7.62491 1.65742 3.79286
C -6.34349 1.09214 2.72046
C -5.56266 2.00505 2.00980
C -4.55708 1.57346 1.18168
C -4.25436 0.17476 0.97791
C -3.21740 -0.27238 0.20150
C -5.08214 -0.71733 1.75863
C -6.08637 -0.26812 2.58867
H -5.74829 3.06765 2.12252
H -3.95947 2.30844 0.65374
H -3.01980 -1.33058 0.13185
H -2.53843 0.39390 -0.32268
H -4.90575 -1.78496 1.67561
H -6.68366 -0.98078 3.14760

Atomic partial charges in e from the Löwdin method, atoms 1 to 6: atom 1 (Cd): 1.439, atom 2 (O): 0.008, atom 3 (C): -0.651, atom 4 (O): -0.166, atom 5 (C): -0.629, atom 6 (O): 0.002



[2]
Here is a gas-phase ion, C6H10NS (charge +1) in a non-equilibrium geometry from the Open Molecules 2025 dataset. Energies are from the ωB97M-V functional and the def2-TZVPD basis.

Results
* energy relative to the best compared isomer or geometry (same formula, charge and spin): 71.38 kcal per mole
* E_tot: -18694.4096 eV
* charge: +1
* multiplicity: 3
* gap between HOMO and LUMO (spin up / spin down): 5.63 / 6.11 eV
* strongest force on any atom: 0.146 hartree/bohr

CARTESIAN COORDINATES (ANGSTROEM)
C -2.34069 -1.50521 -0.61813
C -1.12118 -1.41520 -0.18859
C -2.20177 -0.74780 0.63775
C -0.52420 1.09184 0.28403
C 0.30564 2.07979 -0.39909
C 1.17377 -1.12651 0.44749
N 0.08393 -0.86605 -0.47984
S -2.15032 1.04659 0.10410
H -3.11742 -2.04463 -1.11487
H -2.59620 -1.08348 1.55998
H -0.20043 0.58075 1.20259
H 0.59909 2.85749 0.21082
H -0.27099 2.59473 -1.17544
H 1.12812 1.46150 -0.76454
H 1.87464 -1.90359 0.20662
H 1.88663 -0.32390 0.59176
H 0.61903 -1.23422 1.47278
H 0.23960 -1.18724 -1.53622

Atomic partial charges in e from the Löwdin method, atoms 1 to 6: atom 1 (C): 0.124, atom 2 (C): -0.217, atom 3 (C): -0.286, atom 4 (C): -0.636, atom 5 (C): -0.117, atom 6 (C): -0.044



[3]
Here is 9 unconnected molecules or ions with the total composition C5H29N2O9 in a non-equilibrium geometry from the Open Molecules 2025 dataset. Energies are from the ωB97M-V functional and the def2-TZVPD basis.

Results
* energy relative to the best compared isomer or geometry (same formula, charge and spin): 87.31 kcal per mole
* E_tot: -27056.3599 eV
* charge: +1
* multiplicity: 1
* gap between HOMO and LUMO: 10.62 eV
* strongest force on any atom: 0.126 hartree/bohr

CARTESIAN COORDINATES (ANGSTROEM)
N 0.87184 -0.68634 -0.08740
C 0.24212 -0.40805 1.29478
C -0.75966 -1.51587 1.60900
C -0.06188 -2.82157 1.97621
C -1.71840 -1.85447 0.48261
C 1.39088 -0.36862 2.36548
N 1.42724 0.52557 3.37306
O 2.43907 -0.92606 2.11559
H 1.80477 -0.95473 -0.16890
H 0.86172 0.23368 -0.76444
H 0.44237 -1.35844 -0.63202
H -0.34267 0.43563 1.15456
H -1.35794 -1.34079 2.52229
H -0.66491 -3.68554 1.73851
H 0.24265 -3.00141 2.94445
H 0.79158 -2.89643 1.30821
H -2.56486 -1.15996 0.40294
H -1.31746 -2.12594 -0.56708
H -2.19248 -2.86264 0.58742
H 0.64364 1.07034 3.47263
H 2.35776 0.82228 3.84455
H -1.53481 2.23464 3.88210
H -1.57184 1.87344 2.33969
O -1.08378 2.21444 3.07325
H 0.90333 2.22913 -1.75962
H -0.18819 2.68403 -0.85603
O 0.39891 1.97950 -0.93533
H 3.18089 -2.19298 -4.45551
H 1.77898 -2.71308 -4.20917
O 2.38343 -2.00190 -4.09607
H 1.95700 1.18753 -3.80606
H 1.48024 -0.38737 -3.91480
O 1.37943 0.43843 -3.39542
H 0.90410 4.69193 -1.76008
H 0.50010 4.72676 -3.35083
O 0.91529 4.36644 -2.62898
H 0.56953 -5.67997 -2.02849
H -0.91488 -5.33660 -1.79278
O -0.16933 -4.94436 -2.08450
H -2.74403 2.22547 0.06915
H -1.75391 1.13463 -0.33432
O -2.12881 1.53493 0.38531
H -1.78297 4.56029 1.39267
H -2.80025 5.36459 0.74458
O -2.21381 4.68945 0.54882

Atomic partial charges in e from the Löwdin method, atoms 1 to 6: atom 1 (N): 0.245, atom 2 (C): -0.127, atom 3 (C): -0.357, atom 4 (C): -0.055, atom 5 (C): -0.075, atom 6 (C): -0.468



[4]
Here is a molecular structure, C4H8CrF12N2O12S4 in a non-equilibrium geometry from the Open Molecules 2025 dataset. Energies are from the ωB97M-V functional and the def2-TZVPD basis.

Results
* E_tot: -136174.7943 eV
* charge: +2
* multiplicity: 5
* gap between HOMO and LUMO (spin up / spin down): 6.93 / 2.97 eV
* strongest force on any atom: 0.156 hartree/bohr

CARTESIAN COORDINATES (ANGSTROEM)
Cr 25.83092 -6.41137 -0.19586
C 29.86877 -6.59418 1.36648
F 29.44391 -7.78106 1.80485
F 29.34900 -5.56619 2.08858
F 31.18661 -6.47934 1.42914
S 29.23568 -6.27875 -0.41349
O 28.76446 -4.88469 -0.42790
O 30.39777 -6.60130 -1.25163
N 27.66431 -7.11699 -0.51681
S 28.23286 -8.57609 -0.97235
O 29.56089 -9.05256 -0.53900
O 27.17326 -9.55601 -0.65050
C 28.34119 -8.77607 -2.90705
F 28.39763 -10.11402 -3.22074
F 27.25962 -8.22766 -3.48463
F 29.40083 -8.05669 -3.23071
C 23.26731 -5.34697 3.14346
F 24.04130 -4.65391 3.92812
F 23.59036 -6.64570 3.12901
F 22.01716 -5.21907 3.52114
S 23.27418 -4.65962 1.24073
O 21.92904 -4.09975 1.03295
O 24.29200 -3.63528 1.32373
N 23.93189 -6.01090 0.27921
S 22.55185 -6.81898 0.04188
O 22.91866 -8.09051 -0.58395
O 21.67285 -6.99703 1.16232
C 21.67978 -5.75594 -1.33585
F 21.32475 -6.47804 -2.38477
F 20.60801 -5.10626 -0.93876
F 22.51947 -4.82449 -1.81209
O 26.55123 -5.52901 1.62650
H 26.94033 -4.68391 1.85155
H 26.80200 -6.10797 2.34632
O 25.81457 -4.75893 -1.31593
H 25.60362 -4.77462 -2.24946
H 26.12191 -3.86694 -1.15429
O 25.20357 -7.41894 -1.88254
H 24.76572 -8.21239 -2.19067
H 25.21731 -6.84080 -2.64530
O 25.54879 -8.05403 1.06878
H 25.28822 -8.94664 0.84167
H 25.99949 -8.14192 1.90864

Atomic partial charges in e from the Löwdin method, atoms 1 to 6: atom 1 (Cr): 0.975, atom 2 (C): -0.601, atom 3 (F): 0.147, atom 4 (F): 0.111, atom 5 (F): 0.209, atom 6 (S): 0.774



[5]
Here is C3H6N4 in the gas phase in a non-equilibrium geometry from the Open Molecules 2025 dataset. Energies are from the ωB97M-V functional and the def2-TZVPD basis.

Results
* energy relative to the best compared isomer or geometry (same formula, charge and spin): 103.21 kcal per mole
* E_tot: -9164.3803 eV
* charge: 0
* multiplicity: 1
* SMILES: C[C@H]1[C@@H]2N=NNN12
* gap between HOMO and LUMO: 10.17 eV
* strongest force on any atom: 0.096 hartree/bohr

CARTESIAN COORDINATES (ANGSTROEM)
C -1.92228 0.09730 -0.02459
C -0.41582 -0.05903 -0.38864
C 0.60040 0.84766 0.34362
N 1.81175 1.01524 -0.17801
N 2.32948 -0.05170 -0.38927
N 1.57303 -1.10537 0.06534
N 0.39205 -0.61886 0.65345
H -2.12929 -0.49558 0.83222
H -2.37094 -0.38285 -0.87613
H -2.08918 1.13204 -0.05586
H -0.10270 -0.11020 -1.42968
H 0.33731 1.57522 0.99157
H 1.98618 -1.84386 0.45599

Atomic partial charges in e from the Löwdin method, atoms 1 to 6: atom 1 (C): -0.021, atom 2 (C): -0.257, atom 3 (C): -0.266, atom 4 (N): 0.020, atom 5 (N): 0.012, atom 6 (N): -0.006



[6]
Here is a molecular structure, C21H25MgN2Te from the Open Molecules 2025 dataset. Energies are from the ωB97M-V functional and the def2-TZVPD basis.

Results
* energy relative to the best compared isomer or geometry (same formula, charge and spin): 4.84 kcal per mole
* E_tot: -37895.6605 eV
* charge: +1
* multiplicity: 1
* gap between HOMO and LUMO: 8.36 eV
* strongest force on any atom: 0.018 hartree/bohr

CARTESIAN COORDINATES (ANGSTROEM)
Mg -1.55339 0.85090 0.98163
C -3.72263 -1.12958 2.23235
N -2.27148 -0.91841 2.16682
C -1.59076 -2.19501 1.89719
C -1.77463 -0.37205 3.45385
C -0.33042 0.06875 3.33735
C 0.64596 -0.42692 4.19207
C 1.94539 0.05285 4.10204
C 2.25340 1.03383 3.17277
C 1.28452 1.48077 2.27930
C -0.02017 0.99878 2.33636
H -3.99369 -1.80751 3.04874
H -4.07543 -1.56005 1.29545
H -4.22930 -0.17708 2.39606
H -1.74487 -2.89830 2.72340
H -0.52217 -2.01513 1.79204
H -1.97224 -2.64067 0.97981
H -1.89740 -1.10669 4.25885
H -2.38530 0.50436 3.69486
H 0.40239 -1.18901 4.92523
H 2.71516 -0.33634 4.75566
H 3.25777 1.43576 3.11512
H 1.56462 2.21694 1.53502
Te -0.59118 -0.38365 -1.45916
C -0.20838 -0.77645 -3.53264
C 0.34788 -2.00891 -3.84014
C 0.66297 -2.30415 -5.15784
C 0.41622 -1.37194 -6.15570
C -0.14738 -0.14479 -5.83738
C -0.46505 0.15858 -4.52139
C 1.31343 0.49099 -1.11258
C 1.54678 1.82011 -1.44260
C 2.81929 2.35294 -1.29903
C 3.85599 1.56226 -0.82262
C 3.61458 0.24097 -0.47477
C 2.34480 -0.29562 -0.61871
H 0.53816 -2.73573 -3.06102
H 1.09723 -3.26502 -5.39837
H 0.66333 -1.60264 -7.18315
H -0.34525 0.58126 -6.61439
H -0.90568 1.11746 -4.28213
H 0.74327 2.43931 -1.82341
H 3.00361 3.38647 -1.56130
H 4.85044 1.97659 -0.72402
H 4.41629 -0.37599 -0.09107
H 2.16122 -1.32847 -0.35036
N -3.23952 2.42790 0.68633
H -4.05083 2.28229 1.28044
H -3.59828 2.57412 -0.25263
H -2.82927 3.31190 0.97769

Atomic partial charges in e from the Löwdin method, atoms 1 to 6: atom 1 (Mg): 0.589, atom 2 (C): -0.076, atom 3 (N): -0.339, atom 4 (C): -0.079, atom 5 (C): -0.177, atom 6 (C): -0.302



[7]
Here is a gas-phase ion, C5H12N (charge +1) in a non-equilibrium geometry from the Open Molecules 2025 dataset. Energies are from the ωB97M-V functional and the def2-TZVPD basis.

Results
* energy relative to the best compared isomer or geometry (same formula, charge and spin): 46.30 kcal per mole
* E_tot: -6861.5508 eV
* charge: +1
* multiplicity: 1
* SMILES: C=C(C)CC[NH3+]
* gap between HOMO and LUMO: 10.35 eV
* strongest force on any atom: 0.076 hartree/bohr

CARTESIAN COORDINATES (ANGSTROEM)
C -0.98621 -1.36994 -0.51177
C -0.90332 -0.07498 -0.29081
C -1.83307 0.68299 0.51348
C 0.28431 0.75256 -0.82990
C 1.34719 0.75200 0.22009
N 1.79954 -0.68139 0.40038
H -0.46176 -2.02330 -1.16329
H -1.75367 -1.91316 0.01223
H -1.57338 0.66378 1.56906
H -2.84955 0.33516 0.52142
H -2.02595 1.69004 0.28875
H 0.37833 0.17001 -1.81277
H 0.09135 1.79007 -0.95178
H 0.80801 1.17753 1.06640
H 2.10569 1.36866 -0.18102
H 2.33354 -0.99186 1.15129
H 2.21308 -0.94617 -0.48229
H 1.02588 -1.38201 0.48055

Atomic partial charges in e from the Löwdin method, atoms 1 to 6: atom 1 (C): 0.040, atom 2 (C): -0.379, atom 3 (C): -0.057, atom 4 (C): -0.147, atom 5 (C): -0.112, atom 6 (N): 0.214



[8]
Here is 2 unconnected molecules or ions with the total composition C3H8NO in a non-equilibrium geometry from the Open Molecules 2025 dataset. Energies are from the ωB97M-V functional and the def2-TZVPD basis.

Results
* energy relative to the best compared isomer or geometry (same formula, charge and spin): 48.13 kcal per mole
* E_tot: -6775.9050 eV
* charge: -1
* multiplicity: 1
* gap between HOMO and LUMO: 6.49 eV
* strongest force on any atom: 0.075 hartree/bohr

CARTESIAN COORDINATES (ANGSTROEM)
C -0.22626 2.53036 0.47994
O -0.97202 1.84135 -0.43059
H -0.82298 2.59990 1.44928
H 0.00745 3.67696 0.39780
H 0.79313 2.08761 0.62418
C 0.41947 -2.26256 0.41463
C -0.32167 -0.94490 -1.33932
N 0.53936 -1.87767 -1.01384
H -0.01925 -3.22156 0.49492
H 1.49854 -2.25745 0.69390
H -0.04923 -1.53395 1.08468
H 0.02352 -0.34338 -2.26168
H -0.87006 -0.29473 -0.59391

Atomic partial charges in e from the Löwdin method, atoms 1 to 6: atom 1 (C): -0.502, atom 2 (O): -0.457, atom 3 (H): 0.024, atom 4 (H): 0.025, atom 5 (H): 0.023, atom 6 (C): -0.188